1.
Entry from OMol25: an isolated molecule of C4H7NO (ωB97M-V/def2-TZVPD).

Its SMILES is C[C@H]1NCC1=O. The value obtained for the total energy is -286.5701 Ha.

Structure (ORCA input):
```
! wB97M-V def2-TZVPD RIJCOSX def2/J DEFGRID3
* xyz 0 1
C 0.889 0.566 -1.423
C 0.106 0.531 -0.126
N -1.141 -0.260 -0.143
C -0.877 -0.884 1.164
C 0.567 -0.400 1.002
O 1.625 -0.673 1.491
H 0.492 1.328 -2.102
H 0.812 -0.407 -1.916
H 1.943 0.787 -1.230
H -0.004 1.546 0.296
H -2.011 0.244 -0.249
H -1.040 -1.966 1.200
H -1.360 -0.412 2.035
*
```

Atomic partial charges in e from the natural (NBO) method, atoms 1 to 2: number 1, C, carries -0.618; number 2, C, carries -0.161

---

2.
Entry from OMol25: an isolated molecule of C4H7NO (ωB97M-V/def2-TZVPD).

The value obtained for the total energy is -286.4794 Ha.

Structure (ORCA input):
```
! wB97M-V def2-TZVPD RIJCOSX def2/J DEFGRID3
* xyz 0 1
C -1.768 -0.523 0.405
C -0.576 -0.022 -0.388
C 1.609 1.609 0.124
C 1.719 0.184 0.150
O 2.907 -0.041 0.410
N 0.678 -0.647 -0.008
H -1.981 -1.575 0.193
H -1.580 -0.410 1.477
H -2.654 0.063 0.144
H -0.744 -0.111 -1.468
H 1.837 1.964 -0.894
H -0.442 1.050 -0.168
H 0.780 -1.644 0.120
*
```

Atomic partial charges in e from the natural (NBO) method, atoms 1 to 2: number 1, C, carries -0.617; number 2, C, carries -0.206

---

3.
Entry from OMol25: an isolated molecule of C4H7NO (ωB97M-V/def2-TZVPD).

Its SMILES is CC(C)(O)C#N. The value obtained for the total energy is -286.5560 Ha.

Structure (ORCA input):
```
! wB97M-V def2-TZVPD RIJCOSX def2/J DEFGRID3
* xyz 0 1
C -0.893 -0.880 -0.060
C 0.099 0.276 0.185
C 1.436 -0.011 -0.437
O 0.238 0.526 1.547
C -0.460 1.586 -0.474
N -1.603 1.782 -0.548
H -0.436 -1.808 0.297
H -1.848 -0.762 0.469
H -1.116 -0.999 -1.121
H 2.108 0.817 -0.212
H 1.273 -0.058 -1.517
H 1.845 -0.960 -0.077
H -0.644 0.490 1.948
*
```

Atomic partial charges in e from the natural (NBO) method, atoms 1 to 2: number 1, C, carries -0.629; number 2, C, carries 0.234

---

4.
Entry from OMol25: an isolated molecule of C4H7NO (ωB97M-V/def2-TZVPD).

Its SMILES is C[C@H](O)CC#N. The value obtained for the total energy is -286.5658 Ha.

Structure (ORCA input):
```
! wB97M-V def2-TZVPD RIJCOSX def2/J DEFGRID3
* xyz 0 1
C -1.297 -0.383 0.666
C 0.200 -0.528 0.426
O 0.950 0.438 1.153
C 0.622 -0.322 -1.067
C 0.936 1.108 -1.001
N 0.928 2.240 -0.746
H -1.487 -0.412 1.743
H -1.883 -1.179 0.192
H -1.648 0.583 0.286
H 0.524 -1.530 0.750
H 0.816 1.380 0.754
H 1.492 -0.934 -1.326
H -0.154 -0.461 -1.831
*
```

Atomic partial charges in e from the natural (NBO) method, atoms 1 to 2: number 1, C, carries -0.639; number 2, C, carries 0.111

---

5.
Entry from OMol25: an isolated molecule of C4H7NO (ωB97M-V/def2-TZVPD).

Its SMILES is C[C@H]1CN=CO1. The value obtained for the total energy is -286.5808 Ha.

Structure (ORCA input):
```
! wB97M-V def2-TZVPD RIJCOSX def2/J DEFGRID3
* xyz 0 1
C 1.305 0.659 0.183
C 0.357 -0.240 -0.618
C -0.466 -1.238 0.191
N -1.454 -0.356 0.838
C -1.497 0.652 0.075
O -0.711 0.652 -1.046
H 1.057 1.685 -0.103
H 1.149 0.579 1.262
H 2.354 0.492 -0.053
H 0.848 -0.700 -1.475
H -0.994 -1.940 -0.472
H 0.089 -1.814 0.931
H -2.038 1.570 0.288
*
```

Atomic partial charges in e from the natural (NBO) method, atoms 1 to 2: number 1, C, carries -0.653; number 2, C, carries 0.067

---

6.
Entry from OMol25: a structure of composition C4H7NO (ωB97M-V/def2-TZVPD).

The value obtained for the total energy is -286.4836 Ha.

Structure (ORCA input):
```
! wB97M-V def2-TZVPD RIJCOSX def2/J DEFGRID3
* xyz 0 1
C 2.052 -0.129 0.218
C -0.014 0.054 -0.110
C -0.881 -1.228 -0.309
C -0.815 1.323 0.055
N 1.680 0.029 -1.014
O 0.922 -0.120 1.004
H 2.939 -0.464 0.662
H -0.178 -2.158 -0.365
H -1.463 -1.201 -1.132
H -1.385 -1.156 0.586
H -1.774 1.222 -0.164
H -0.396 2.228 -0.589
H -0.686 1.600 1.159
*
```

Atomic partial charges in e from the natural (NBO) method, atoms 1 to 2: number 1, C, carries 0.319; number 2, C, carries 0.470

---

7.
Entry from OMol25: an isolated molecule of C4H7NO (ωB97M-V/def2-TZVPD).

Its SMILES is ON=C1CCC1. The value obtained for the total energy is -286.5240 Ha.

Structure (ORCA input):
```
! wB97M-V def2-TZVPD RIJCOSX def2/J DEFGRID3
* xyz 0 1
O 2.509 -0.743 -0.299
N 1.835 0.442 0.006
C 0.585 0.241 0.028
C -0.314 -0.953 -0.183
C -1.522 -0.020 0.079
C -0.562 1.192 0.283
H 3.434 -0.467 -0.291
H -0.253 -1.381 -1.188
H -0.168 -1.755 0.547
H -2.202 0.084 -0.772
H -2.113 -0.273 0.962
H -0.657 1.996 -0.453
H -0.572 1.636 1.283
*
```

Atomic partial charges in e from the natural (NBO) method, atoms 1 to 2: number 1, O, carries -0.577; number 2, N, carries -0.137

---

8.
Entry from OMol25: a structure of composition C4H7NO (ωB97M-V/def2-TZVPD).

The value obtained for the total energy is -286.3483 Ha.

Structure (ORCA input):
```
! wB97M-V def2-TZVPD RIJCOSX def2/J DEFGRID3
* xyz 0 1
C 0.855 -1.308 -0.716
N 0.924 -0.970 0.740
C -0.343 -0.689 0.213
C -0.774 0.638 -0.392
C -0.949 1.726 0.579
O 0.300 1.599 -0.085
H 1.507 -0.670 -1.314
H 0.838 -2.369 -0.944
H 1.396 -0.061 0.800
H -1.116 -1.447 0.348
H -0.191 -0.590 -1.188
H -1.540 2.600 0.301
H -0.908 1.539 1.657
*
```

Atomic partial charges in e from the natural (NBO) method, atoms 1 to 2: number 1, C, carries -0.417; number 2, N, carries -0.551

---

Record order is preserved below.
Energy relative to the best compared isomer or geometry (same formula, charge and spin): 38.6; 95.5; 47.5; 41.3; 31.9; 92.9; 67.5; 177.8 kcal per mole
Record order is preserved below.
Frontier orbital gap: 10.339; 8.917; 11.564; 11.220; 10.832; 10.330; 10.565; 8.470 eV
Record order is preserved below.
LUMO level: 0.030; -0.015; 0.011; 0.030; 0.038; 0.036; 0.041; 0.035 Eh